[1]
Below is a 2-piece molecular cluster, C10H18F4N2O3 overall at a distorted geometry, with properties calculated with ωB97M-V/def2-TZVPD.

```
37
Properties=species:S:1:pos:R:3
C -2.931 -2.365 2.827
C -2.191 -2.124 1.535
C -1.817 -3.292 0.653
N -1.797 -0.981 1.145
N -2.537 0.105 1.746
C -1.628 1.232 1.980
C -0.606 0.895 3.067
O 0.660 1.527 2.899
C 1.383 1.153 1.781
F 1.221 -0.185 1.477
H -3.902 -1.874 2.858
H -2.342 -1.938 3.639
H -3.079 -3.427 3.012
H -2.163 -3.077 -0.355
H -0.730 -3.384 0.622
H -2.241 -4.226 1.012
H -3.148 0.396 0.990
H -2.253 2.057 2.322
H -1.148 1.540 1.042
H -0.980 1.279 4.015
H -0.503 -0.183 3.197
H 1.062 1.718 0.899
H 2.436 1.323 2.004
C 3.091 1.426 -1.390
C 2.158 0.351 -1.903
O 1.400 0.818 -3.041
C 2.017 0.769 -4.210
O 3.127 0.384 -4.429
C 1.060 1.257 -5.321
F 0.409 2.368 -4.953
F 0.149 0.307 -5.585
F 1.734 1.516 -6.438
H 2.532 2.335 -1.160
H 3.594 1.084 -0.486
H 3.846 1.684 -2.131
H 1.416 0.087 -1.153
H 2.699 -0.557 -2.168
```

Computed properties:
SMILES: CCOC(=O)C(F)(F)F.CC(C)=NNCCOCF
2S+1: 1
HOMO, eV: -8.6
Orbital gap, eV: 9.3


[2]
Below is one molecule with the formula C11H9NO at a distorted geometry, with properties calculated with ωB97M-V/def2-TZVPD.

```
22
Properties=species:S:1:pos:R:3
C -1.909 1.841 -0.443
C -1.856 0.488 -0.352
C -3.014 -0.207 -0.053
C -2.606 -1.487 0.306
C -1.291 -1.692 0.481
C 0.652 -0.028 -0.169
C 1.177 0.693 0.839
C 2.544 0.903 1.011
C 3.322 0.155 0.040
C 2.796 -0.689 -0.919
C 1.327 -0.611 -1.131
H -3.185 1.978 -0.282
H -3.952 0.181 -0.090
H -2.995 -2.402 0.871
H -0.811 -2.523 0.595
H 0.449 1.344 1.448
H 2.833 1.508 1.814
H 4.431 0.382 -0.030
H 3.381 -1.155 -1.566
H 0.623 -1.143 -1.815
N -0.769 -0.389 -0.154
O -1.147 2.854 -0.404
```

Computed properties:
SMILES: O=Cc1cccn1-c1ccccc1
2S+1: 1
HOMO, eV: -9.3
Orbital gap, eV: 9.0
Energy relative to the best compared isomer or geometry (same formula, charge and spin), eV: 3.507


[3]
Below is C19H37BBrFIN4O8PSSi2 as an isolated structure at a distorted geometry, with properties calculated with ωB97M-V/def2-TZVPD.

```
76
Properties=species:S:1:pos:R:3
C -2.538 2.451 5.576
C -3.746 2.955 4.813
O -3.710 2.514 3.443
C -3.101 3.502 2.627
C -2.754 3.012 1.227
C -2.316 1.544 1.094
C -1.240 1.342 2.186
C -0.534 0.007 2.289
O -0.502 -0.569 3.343
N -3.480 0.548 1.486
C -4.897 1.044 1.332
O -5.224 1.720 0.435
N -5.757 0.459 2.311
C -6.708 1.360 2.869
O -7.587 1.908 2.324
F -6.551 1.441 4.177
C -3.406 -0.854 0.873
Br -3.247 -2.108 2.400
N -4.656 -1.125 0.206
C -5.126 -2.253 0.093
S -5.587 -3.632 -0.395
C -2.248 -1.132 -0.121
O -1.446 -0.066 -0.581
C -1.830 1.286 -0.325
B -2.926 1.653 -1.481
O -3.934 0.757 -1.759
O -2.857 2.821 -2.192
P -0.300 2.172 -1.036
O -0.586 3.738 -0.689
I 1.682 1.692 0.314
H -2.607 2.777 6.608
H -1.616 2.831 5.142
H -2.500 1.365 5.541
H -3.793 4.041 4.866
H -4.640 2.562 5.267
H -3.748 4.377 2.558
H -2.197 3.866 3.118
H -3.509 3.298 0.502
H -1.870 3.575 0.945
H -1.693 1.454 3.165
H -0.530 2.158 2.106
H -0.029 -0.425 1.422
H -3.381 0.377 2.492
H -6.273 -0.274 1.830
H -1.586 -1.859 0.338
H -2.682 -1.635 -0.982
H -3.598 -0.030 -2.204
H -2.532 2.650 -3.086
H -0.134 4.261 -1.363
C 3.183 -0.015 -3.285
Si 4.116 -1.579 -2.731
C 3.039 -3.041 -3.299
C 4.037 -1.547 -0.831
N 5.650 -1.569 -3.355
Si 6.838 -2.723 -3.138
C 6.385 -4.446 -3.801
C 7.381 -2.952 -1.330
C 8.403 -2.216 -4.075
H 2.161 0.001 -2.878
H 3.704 0.882 -2.940
H 3.112 0.020 -4.374
H 1.986 -2.899 -3.016
H 3.368 -3.982 -2.852
H 3.085 -3.137 -4.385
H 4.669 -0.747 -0.438
H 4.350 -2.491 -0.381
H 3.002 -1.358 -0.504
H 5.616 -4.928 -3.192
H 7.258 -5.109 -3.803
H 6.018 -4.368 -4.826
H 7.607 -1.984 -0.879
H 8.281 -3.577 -1.265
H 6.608 -3.444 -0.733
H 8.777 -1.258 -3.708
H 8.200 -2.127 -5.144
H 9.196 -2.962 -3.942
```

Computed properties:
2S+1: 1
HOMO, eV: -5.1
Orbital gap, eV: 2.8
Energy relative to the best compared isomer or geometry (same formula, charge and spin), eV: 0.000


[4]
Below is C2H2FIO as an isolated structure at a distorted geometry, with properties calculated with ωB97M-V/def2-TZVPD.

```
7
Properties=species:S:1:pos:R:3
C 0.059 -0.363 0.359
C 0.864 0.451 -0.281
O -1.187 -1.008 -0.436
F 2.028 0.910 0.228
I -2.773 0.092 0.097
H 0.061 -0.627 1.397
H 0.948 0.546 -1.363
```

Computed properties:
2S+1: 1
HOMO, eV: -9.6
Orbital gap, eV: 8.7
Energy relative to the best compared isomer or geometry (same formula, charge and spin), eV: 2.066


[5]
Below is one molecule with the formula C5H7ClF2 at a distorted geometry, with properties calculated with ωB97M-V/def2-TZVPD.

```
15
Properties=species:S:1:pos:R:3
C 0.688 -1.550 -0.266
C -0.336 -0.856 0.714
C -1.111 0.043 -0.197
C -0.833 1.364 -0.192
C 0.505 1.681 0.152
H 0.203 -2.122 -1.110
H 1.295 -2.235 0.271
H -1.205 -1.505 1.078
H 0.345 -0.608 1.679
H -1.499 1.928 -1.098
H 1.311 1.246 -0.593
H 0.673 0.868 0.946
F 1.509 -0.765 -0.846
F 0.813 2.996 0.532
Cl -2.357 -0.483 -1.070
```

Computed properties:
SMILES: FC/C=C(/Cl)CCF
2S+1: 1
HOMO, eV: -9.1
Orbital gap, eV: 9.6
Energy relative to the best compared isomer or geometry (same formula, charge and spin), eV: 2.994


[6]
Below is a 9-piece molecular cluster, C37H59N2O26 overall at a distorted geometry, with properties calculated with ωB97M-V/def2-TZVPD.

```
124
Properties=species:S:1:pos:R:3
C 3.613 -1.588 -0.531
N 2.392 -0.672 -0.661
C 2.791 0.783 -0.437
C 1.671 -0.862 -1.972
O 2.454 -0.898 -3.087
C 0.068 -1.020 -2.227
C -0.880 -1.128 -0.906
N -1.043 0.258 -0.246
O -0.257 -1.957 0.174
H 3.832 -1.825 0.617
H 4.556 -1.208 -1.112
H 3.310 -2.626 -1.029
H 3.265 1.269 -1.397
H 1.776 1.376 -0.243
H 3.445 0.933 0.540
H -0.105 -2.020 -2.855
H -0.326 -0.088 -2.856
H -1.714 0.061 0.557
H -1.624 0.796 -0.942
H -0.370 -2.935 -0.021
C -2.729 -3.853 -5.775
C -2.978 -4.625 -4.495
C -4.188 -4.159 -3.743
O -3.862 -4.476 -2.401
C -2.497 -4.466 -2.320
O -1.869 -4.504 -1.277
O -1.932 -4.405 -3.563
H -2.488 -2.805 -5.563
H -1.863 -4.269 -6.302
H -3.594 -3.892 -6.440
H -3.027 -5.700 -4.705
H -5.096 -4.685 -4.053
H -4.360 -3.079 -3.814
C -2.982 0.958 -3.294
C -3.397 0.881 -4.749
C -4.882 0.885 -4.948
O -5.037 0.164 -6.158
C -3.960 -0.672 -6.252
O -3.859 -1.577 -7.062
O -3.014 -0.362 -5.315
H -3.298 0.064 -2.745
H -1.890 1.000 -3.216
H -3.400 1.841 -2.806
H -2.914 1.680 -5.323
H -5.284 1.898 -5.049
H -5.432 0.363 -4.157
C 2.986 6.303 0.986
C 2.168 5.110 0.533
C 2.685 4.473 -0.721
O 1.515 3.915 -1.293
C 0.467 4.669 -0.845
O -0.667 4.602 -1.284
O 0.860 5.511 0.158
H 2.924 7.122 0.260
H 2.589 6.695 1.929
H 4.034 6.036 1.134
H 2.080 4.381 1.347
H 3.423 3.691 -0.513
H 3.115 5.187 -1.431
C 1.931 0.407 5.454
C 3.064 0.863 4.556
C 3.995 1.834 5.216
O 4.484 2.590 4.123
C 3.520 2.540 3.154
O 3.513 3.234 2.154
O 2.565 1.611 3.459
H 1.266 1.241 5.705
H 1.315 -0.335 4.934
H 2.307 -0.039 6.377
H 3.604 -0.004 4.159
H 4.817 1.331 5.735
H 3.496 2.514 5.916
C -8.559 4.462 -1.926
C -7.455 3.476 -2.253
C -7.898 2.361 -3.151
O -7.030 1.303 -2.785
C -6.661 1.534 -1.490
O -6.077 0.729 -0.786
O -7.036 2.785 -1.087
H -9.353 3.985 -1.339
H -8.164 5.276 -1.308
H -8.994 4.890 -2.831
H -6.588 4.003 -2.667
H -7.777 2.609 -4.210
H -8.931 2.041 -2.977
C 3.536 8.502 6.443
C 2.718 7.552 5.591
C 1.290 7.437 6.030
O 0.942 6.127 5.616
C 2.103 5.406 5.593
O 2.159 4.195 5.473
O 3.191 6.222 5.727
H 3.633 8.129 7.469
H 4.555 8.581 6.046
H 3.094 9.500 6.466
H 2.791 7.833 4.534
H 0.647 8.177 5.545
H 1.157 7.507 7.115
C -1.079 -7.355 -1.659
C 0.025 -8.340 -1.987
C -0.418 -9.455 -2.884
O 0.450 -10.514 -2.519
C 0.819 -10.283 -1.223
O 1.403 -11.087 -0.519
O 0.443 -9.031 -0.821
H -1.873 -7.831 -1.072
H -0.685 -6.540 -1.041
H -1.514 -6.926 -2.564
H 0.892 -7.813 -2.400
H -0.297 -9.207 -3.943
H -1.452 -9.775 -2.711
C 5.728 -5.014 3.714
C 5.255 -3.627 3.326
C 5.746 -2.551 4.247
O 4.730 -1.568 4.147
C 3.582 -2.230 3.810
O 2.470 -1.733 3.829
O 3.847 -3.523 3.453
H 5.309 -5.318 4.680
H 5.379 -5.748 2.980
H 6.817 -5.065 3.766
H 5.521 -3.414 2.284
H 6.710 -2.141 3.929
H 5.823 -2.868 5.293
```

Computed properties:
2S+1: 1
HOMO, eV: -0.7
Orbital gap, eV: 2.5
Energy relative to the best compared isomer or geometry (same formula, charge and spin), eV: 4.719
Charge: -1


[7]
Below is C17H40NP3SW as an isolated structure at a distorted geometry, with properties calculated with ωB97M-V/def2-TZVPD.

```
63
Properties=species:S:1:pos:R:3
W 0.719 -0.146 -0.569
P -1.320 -1.176 -0.307
P 1.548 -0.457 1.687
P 1.752 -2.123 -1.346
H 0.378 2.653 -1.640
C 0.575 1.679 -2.143
C -0.533 0.739 -2.276
H -1.532 1.060 -1.949
C -2.863 -0.284 0.209
C -1.465 -2.523 0.940
C -1.947 -1.962 -1.849
C 2.990 0.586 2.091
C 0.405 -0.105 3.090
C 2.128 -2.114 2.199
C 1.448 -2.503 -3.112
C 1.266 -3.755 -0.619
C 3.571 -2.315 -1.152
H 1.185 1.796 -3.056
H -0.456 0.000 -3.089
H -3.058 0.605 -0.412
H -2.812 -0.007 1.276
H -3.708 -0.983 0.087
H -1.340 -2.121 1.955
H -0.739 -3.328 0.775
H -2.481 -2.941 0.848
H -1.926 -1.262 -2.694
H -2.998 -2.236 -1.675
H -1.381 -2.865 -2.118
H 3.474 0.204 3.002
H 2.678 1.625 2.260
H 3.722 0.572 1.274
H 0.797 -0.609 3.985
H -0.611 -0.486 2.911
H 0.363 0.975 3.293
H 2.360 -2.068 3.272
H 3.027 -2.408 1.646
H 1.345 -2.868 2.062
H 2.275 -3.151 -3.439
H 1.419 -1.616 -3.762
H 0.509 -3.067 -3.233
H 1.888 -4.511 -1.122
H 0.217 -4.021 -0.788
H 1.491 -3.813 0.450
H 4.006 -2.476 -2.160
H 3.800 -3.208 -0.526
H 4.066 -1.438 -0.702
C 4.234 1.432 -4.054
C 5.629 1.526 -3.853
C 6.482 1.850 -4.923
C 5.947 2.087 -6.194
C 4.562 2.145 -6.367
C 3.696 1.833 -5.311
S 3.238 0.548 -2.858
H 3.018 1.242 -1.673
H 6.055 1.293 -2.876
H 7.566 1.894 -4.809
H 6.625 2.201 -7.053
H 4.162 2.398 -7.355
H 2.621 1.835 -5.473
N -0.216 1.635 0.454
H 0.476 2.358 0.689
H -0.703 1.417 1.327
H -0.921 2.113 -0.123
```

Computed properties:
Expectation value of S²: 2.072
2S+1: 3
HOMO (spin up / spin down), eV: -21.1 / -21.0
Orbital gap (spin up / spin down), eV: 6.4 / 5.7
Energy relative to the best compared isomer or geometry (same formula, charge and spin), eV: 1.326
Charge: +4


[8]
Below is C25H32Cl3Ge2N4OSeSiTi as an isolated structure, with properties calculated with ωB97M-V/def2-TZVPD.

```
70
Properties=species:S:1:pos:R:3
Ti -0.829 -1.548 0.897
C 3.788 -2.037 1.248
C 2.383 -2.483 0.840
Ge 1.458 -1.135 -0.275
C 1.787 -1.547 -2.171
C 3.164 -1.080 -2.635
C 2.083 0.687 0.120
C 1.456 1.824 -0.220
Ge -0.029 1.532 -1.473
C -2.862 2.726 -2.390
C -2.048 3.991 -2.595
C -1.536 2.122 1.082
C -2.035 3.421 1.689
C 1.968 3.191 0.054
C 3.311 3.416 0.374
C 3.774 4.695 0.622
C 2.908 5.781 0.545
C 1.582 5.576 0.209
C 1.119 4.290 -0.040
H 4.295 -2.818 1.817
H 3.753 -1.149 1.881
H 4.415 -1.804 0.385
H 1.819 -2.735 1.741
H 2.407 -3.388 0.228
H 1.006 -1.104 -2.793
H 1.677 -2.629 -2.270
H 3.268 0.005 -2.558
H 3.338 -1.350 -3.677
H 3.970 -1.527 -2.049
H 3.017 0.763 0.678
H -3.930 2.931 -2.498
H -2.647 1.978 -3.165
H -2.241 4.718 -1.805
H -2.307 4.445 -3.550
H -0.971 3.813 -2.617
H -0.509 1.920 1.385
H -2.148 1.292 1.423
H -1.420 4.268 1.386
H -2.003 3.354 2.777
H -3.066 3.617 1.393
H 4.007 2.589 0.414
H 4.817 4.849 0.865
H 3.274 6.781 0.736
H 0.902 6.415 0.137
H 0.075 4.153 -0.298
Cl -0.906 -3.380 5.158
Si -0.969 -3.033 3.166
Cl -2.883 -2.125 2.910
Cl 0.114 -0.675 2.834
N -4.225 -1.201 -0.197
C -3.341 -0.207 -0.264
O -2.107 -0.532 0.026
C -3.675 1.090 -0.679
C -2.679 2.028 -1.070
N -1.549 2.235 -0.401
C -5.023 1.253 -1.125
N -6.124 1.374 -1.436
H -3.869 -2.143 -0.119
H -5.181 -1.055 -0.485
Se -1.106 -3.371 -0.694
C -0.617 -5.033 0.128
C 0.472 -5.735 -0.367
C 0.779 -6.967 0.200
N 0.082 -7.523 1.182
C -0.974 -6.852 1.632
C -1.364 -5.614 1.144
H 1.080 -5.342 -1.171
H 1.631 -7.528 -0.166
H -1.548 -7.328 2.419
H -2.262 -5.141 1.529
```

Computed properties:
2S+1: 1
HOMO, eV: -11.1
Orbital gap, eV: 6.9
Charge: +1


[9]
Below is C3H4Na2O4 as an isolated structure at a distorted geometry, with properties calculated with ωB97M-V/def2-TZVPD.

```
13
Properties=species:S:1:pos:R:3
H 2.996 1.828 -2.083
C 3.148 0.819 -1.691
C 3.238 -0.484 -2.307
O 2.103 -0.044 -1.492
H 2.984 -0.623 -3.361
H 3.842 -1.263 -1.838
O -1.537 -0.266 1.116
C -2.435 -0.105 1.953
O -3.707 -0.377 1.573
Na 0.161 -0.357 -0.379
H -3.791 -0.284 0.616
Na -4.682 0.775 4.782
O -2.319 0.380 3.112
```

Computed properties:
Expectation value of S²: 0.753
2S+1: 2
HOMO, eV: -11.8
Orbital gap, eV: 7.9
Energy relative to the best compared isomer or geometry (same formula, charge and spin), eV: 0.000
Charge: +1


[10]
Below is a 2-piece molecular cluster, C4H14N2O2 overall at a distorted geometry, with properties calculated with ωB97M-V/def2-TZVPD.

```
22
Properties=species:S:1:pos:R:3
C -1.778 -0.886 1.709
N -0.717 -1.734 2.129
C -1.399 -0.490 0.282
C -2.539 0.454 -0.333
N -0.079 0.133 0.194
C 0.776 -0.118 -1.002
O 0.677 1.055 -1.868
H -1.802 0.287 2.172
H -2.827 -0.948 1.953
H -0.971 -2.667 2.471
H -0.185 -1.191 2.742
H -1.552 -1.446 -0.209
H -3.050 0.876 0.539
H -2.199 1.283 -0.939
H -3.275 -0.242 -0.840
H 0.405 -0.159 1.010
H 0.499 -0.977 -1.688
H 1.747 -0.316 -0.609
H 0.493 1.826 -1.271
H 3.928 1.378 -1.796
H 4.261 0.360 -0.993
O 4.291 1.368 -0.976
```

Computed properties:
SMILES: C[C@H](CN)NCO.O
2S+1: 1
HOMO, eV: -9.2
Orbital gap, eV: 10.1
Energy relative to the best compared isomer or geometry (same formula, charge and spin), eV: 2.836


Please write out number 9 again, unchanged.
Below is C3H4Na2O4 as an isolated structure at a distorted geometry, with properties calculated with ωB97M-V/def2-TZVPD.

```
13
Properties=species:S:1:pos:R:3
H 2.996 1.828 -2.083
C 3.148 0.819 -1.691
C 3.238 -0.484 -2.307
O 2.103 -0.044 -1.492
H 2.984 -0.623 -3.361
H 3.842 -1.263 -1.838
O -1.537 -0.266 1.116
C -2.435 -0.105 1.953
O -3.707 -0.377 1.573
Na 0.161 -0.357 -0.379
H -3.791 -0.284 0.616
Na -4.682 0.775 4.782
O -2.319 0.380 3.112
```

Computed properties:
Expectation value of S²: 0.753
2S+1: 2
HOMO, eV: -11.8
Orbital gap, eV: 7.9
Energy relative to the best compared isomer or geometry (same formula, charge and spin), eV: 0.000
Charge: +1


Copy entry 1 word for word.
Below is a 2-piece molecular cluster, C10H18F4N2O3 overall at a distorted geometry, with properties calculated with ωB97M-V/def2-TZVPD.

```
37
Properties=species:S:1:pos:R:3
C -2.931 -2.365 2.827
C -2.191 -2.124 1.535
C -1.817 -3.292 0.653
N -1.797 -0.981 1.145
N -2.537 0.105 1.746
C -1.628 1.232 1.980
C -0.606 0.895 3.067
O 0.660 1.527 2.899
C 1.383 1.153 1.781
F 1.221 -0.185 1.477
H -3.902 -1.874 2.858
H -2.342 -1.938 3.639
H -3.079 -3.427 3.012
H -2.163 -3.077 -0.355
H -0.730 -3.384 0.622
H -2.241 -4.226 1.012
H -3.148 0.396 0.990
H -2.253 2.057 2.322
H -1.148 1.540 1.042
H -0.980 1.279 4.015
H -0.503 -0.183 3.197
H 1.062 1.718 0.899
H 2.436 1.323 2.004
C 3.091 1.426 -1.390
C 2.158 0.351 -1.903
O 1.400 0.818 -3.041
C 2.017 0.769 -4.210
O 3.127 0.384 -4.429
C 1.060 1.257 -5.321
F 0.409 2.368 -4.953
F 0.149 0.307 -5.585
F 1.734 1.516 -6.438
H 2.532 2.335 -1.160
H 3.594 1.084 -0.486
H 3.846 1.684 -2.131
H 1.416 0.087 -1.153
H 2.699 -0.557 -2.168
```

Computed properties:
SMILES: CCOC(=O)C(F)(F)F.CC(C)=NNCCOCF
2S+1: 1
HOMO, eV: -8.6
Orbital gap, eV: 9.3


- Which formula does entry 4 have?
  C2H2FIO